Formula: C30H27N11O3S3V
Source: OMol25
Level of theory: wB97M-V/def2-TZVPD

Structure (XYZ):
```
75
Properties=species:S:1:pos:R:3:forces:R:3:lowdin_charge:R:1
V -1.223 -0.185 0.442 -0.12 -1.15 -0.08 0.8053
C -0.651 -4.326 -1.184 0.35 -1.44 -1.03 -0.0234
C -1.347 -3.065 -0.828 1.20 0.01 0.59 -0.2676
N -0.736 -2.244 -0.067 1.00 1.04 1.61 -0.0273
N 0.472 -2.641 0.567 -1.74 -1.56 -1.90 0.0685
C 1.076 -1.657 1.136 -0.63 2.72 0.39 -0.4845
O 0.597 -0.463 1.361 0.73 -1.20 -0.29 -0.1451
C 2.473 -1.936 1.471 0.67 -0.72 -0.59 -0.1667
C 2.950 -1.757 2.737 1.36 0.60 0.96 -0.0249
C 4.305 -2.050 3.018 0.38 0.19 -0.97 -0.0828
C 5.185 -2.406 1.995 -1.44 -0.90 -0.87 -0.0808
C 4.644 -2.658 0.701 -0.51 0.74 0.74 -0.0683
C 3.299 -2.447 0.434 -0.25 0.49 1.60 -0.0029
C -2.587 -2.502 -1.351 -0.84 0.41 0.12 -0.2063
C -3.267 -3.045 -2.422 0.42 -1.50 -1.22 -0.0140
C -4.346 -2.435 -3.033 0.54 0.23 0.58 -0.0439
C -4.820 -1.331 -2.363 -0.05 -0.04 0.09 -0.0576
C -4.145 -0.822 -1.268 1.93 -1.54 -0.24 -0.0991
N -3.003 -1.357 -0.767 -1.04 0.44 -1.00 0.0909
H -0.310 -4.908 -0.324 0.12 0.59 0.17 0.0782
H -1.187 -5.091 -1.760 -0.46 0.61 -0.10 0.0704
H 0.246 -4.078 -1.797 -0.45 -0.03 0.56 0.1074
H 2.347 -1.251 3.494 -0.06 -0.47 -0.12 0.1189
H 4.756 -1.959 3.987 -0.30 0.24 0.54 0.0880
H 6.227 -2.642 2.185 -0.11 0.22 0.08 0.0943
H 5.244 -2.953 -0.122 0.76 -0.35 -0.42 0.0851
H 2.790 -2.605 -0.500 0.35 -0.11 -0.40 0.1026
H -2.924 -3.984 -2.863 0.26 0.35 0.19 0.1140
H -4.707 -2.742 -4.017 -0.18 -0.16 0.58 0.1202
H -5.710 -0.873 -2.689 -0.82 0.83 -0.40 0.0916
H -4.345 0.124 -0.887 -0.83 1.33 0.79 0.0717
N -1.563 -3.216 2.675 -1.76 0.58 1.65 0.1191
C -2.045 -2.014 3.097 0.54 0.81 -0.28 -0.6319
N -2.024 -0.880 2.424 -0.90 0.11 0.91 0.0277
C -2.541 0.170 3.226 0.55 -0.66 0.04 -0.2965
C -2.853 -0.172 4.504 -0.05 0.04 -1.17 -0.3619
S -2.616 -1.851 4.756 0.09 -0.16 -0.47 1.0476
C -2.480 1.528 2.662 -1.21 0.44 1.71 -0.3319
C -3.054 2.690 3.194 0.13 -1.97 0.06 -0.3777
S -2.427 4.000 2.346 1.13 0.98 -0.90 1.0506
C -1.393 2.969 1.379 -1.47 -1.57 0.40 -0.6193
N -1.637 1.672 1.603 0.50 1.68 -0.26 0.0193
N -0.516 3.384 0.458 -0.50 2.70 0.30 0.1493
H -0.837 -3.223 1.974 0.43 -0.46 -0.04 0.0598
H -1.759 -3.901 3.412 0.98 -0.20 -1.19 0.0975
H -3.216 0.472 5.266 -0.22 0.30 0.46 0.0660
H -3.739 2.884 4.047 0.70 -0.57 -0.88 0.0886
H -0.752 4.274 0.007 0.31 -0.35 0.49 0.1148
H -0.252 2.747 -0.235 0.75 -1.46 -0.73 0.0329
N 5.813 3.156 -0.135 -1.35 -0.55 -0.42 0.0903
C 4.647 2.577 -0.752 0.03 0.04 0.51 -0.3011
C 3.700 1.993 0.069 -0.87 0.23 0.63 -0.0362
C 2.493 1.488 -0.388 0.61 -0.79 -1.22 -0.0471
C 2.224 1.420 -1.773 0.01 0.69 0.83 -0.2553
C 3.101 2.095 -2.617 0.51 -0.23 1.11 -0.0495
C 4.281 2.639 -2.090 0.24 1.07 -0.84 -0.0433
S 0.813 0.433 -2.265 0.52 -0.08 -0.58 0.6179
O 1.078 -0.850 -1.662 0.84 -0.54 -0.90 -0.3167
O 0.629 0.633 -3.691 0.33 -0.57 0.82 -0.3075
N -0.517 0.798 -1.459 -1.49 0.72 1.01 -0.1706
C -1.286 1.842 -1.858 -1.08 -0.04 -0.73 -0.4816
N -2.621 1.822 -1.541 1.40 0.39 0.34 0.1220
C -3.275 2.975 -1.789 0.70 -1.95 0.90 -0.1427
C -2.663 3.967 -2.463 1.06 1.23 -0.47 -0.0819
C -1.289 3.924 -2.802 -2.28 0.03 -0.03 -0.1164
N -0.646 2.855 -2.495 1.41 -0.73 0.34 0.1077
H 6.112 2.640 0.682 -0.40 -0.03 0.14 0.0804
H 6.593 3.155 -0.740 0.81 0.24 -0.95 0.0600
H 3.850 2.078 1.129 0.10 -0.31 0.48 0.1099
H 1.826 0.963 0.269 -0.20 0.07 0.49 0.0791
H 2.977 2.238 -3.663 -0.55 -0.22 -0.64 0.1025
H 4.822 3.295 -2.774 0.32 -0.42 0.12 0.1092
H -4.262 3.061 -1.319 0.15 0.01 -0.64 0.1182
H -3.227 4.809 -2.646 -0.98 1.97 -0.51 0.0652
H -0.776 4.754 -3.305 -0.16 -0.34 0.18 0.1220
```
Forces are in eV/Å.

Its multiplicity is 4. The value obtained for the lowest unoccupied orbital energy (spin up / spin down) is 0.1 / 0.0 eV. As for the energy: -112276.682 eV. The value obtained for the HOMO energy (spin up / spin down) is -6.79 / -7.90 eV. For the molecular weight, the calculation gives 736.77 g/mol. As for the charge: 0. As for the HOMO-LUMO gap (spin up / spin down): 6.916 / 7.951 eV. The value obtained for the energy relative to the best compared isomer or geometry (same formula, charge and spin) is 1.318 eV.


Formula: C30H27N3NiOP2S2
Source: OMol25
Level of theory: wB97M-V/def2-TZVPD

Structure (XYZ):
```
66
Properties=species:S:1:pos:R:3:forces:R:3:lowdin_charge:R:1
Ni 0.957 0.809 0.052 0.35 -0.28 -0.29 0.2613
S -2.878 -0.283 0.681 -0.15 -0.48 0.24 0.3021
P -1.488 -0.050 2.092 -0.22 0.16 -0.13 0.4091
C 0.095 -0.106 1.486 0.32 -0.04 0.41 -0.6045
P 1.567 -0.220 2.312 0.08 -0.17 0.35 0.4422
S 2.846 -0.342 0.753 -0.38 0.49 -0.28 0.4261
C 1.924 1.269 3.318 0.28 0.13 0.03 -0.3431
C 1.487 1.344 4.637 0.02 0.07 0.08 -0.0921
C 1.617 2.526 5.364 -0.02 -0.07 -0.07 -0.0746
C 2.199 3.642 4.777 0.01 -0.04 -0.07 -0.0925
C 2.659 3.570 3.464 -0.07 -0.08 -0.03 -0.0854
C 2.522 2.391 2.736 -0.09 0.06 0.22 -0.1110
C 1.974 -1.568 3.467 0.07 -0.23 -0.10 -0.3367
C 1.236 -2.748 3.485 0.15 -0.03 0.09 -0.0753
C 1.669 -3.833 4.244 -0.05 0.10 -0.07 -0.0717
C 2.852 -3.751 4.964 0.01 0.01 0.01 -0.0857
C 3.615 -2.587 4.919 -0.07 0.07 -0.07 -0.0798
C 3.179 -1.499 4.174 -0.11 -0.05 0.09 -0.0915
C -1.713 -1.306 3.384 -0.19 -0.12 0.16 -0.3660
C -1.396 -1.040 4.714 0.01 -0.09 0.04 -0.1001
C -1.582 -2.010 5.694 0.05 0.04 -0.08 -0.0747
C -2.090 -3.254 5.345 -0.03 -0.03 -0.07 -0.0873
C -2.406 -3.528 4.016 0.06 0.08 -0.02 -0.0777
C -2.222 -2.556 3.038 0.00 -0.10 0.21 -0.1134
C -1.883 1.486 3.032 -0.38 0.16 -0.11 -0.3348
C -1.114 2.633 2.883 -0.16 0.05 0.22 -0.1077
C -1.494 3.831 3.490 0.00 -0.07 -0.02 -0.0867
C -2.656 3.890 4.250 0.07 -0.02 -0.05 -0.0921
C -3.438 2.746 4.405 0.06 -0.13 -0.04 -0.0802
C -3.057 1.556 3.796 0.00 0.09 -0.02 -0.0914
H 1.044 0.469 5.104 0.08 0.09 -0.01 0.0955
H 1.261 2.575 6.387 0.03 -0.03 -0.08 0.1060
H 2.304 4.561 5.344 0.00 -0.09 -0.06 0.1014
H 3.138 4.437 3.016 -0.05 -0.12 0.02 0.0968
H 2.883 2.322 1.716 0.04 0.00 -0.02 0.0683
H 0.332 -2.818 2.897 0.02 -0.03 0.00 0.0920
H 1.083 -4.746 4.259 0.03 0.09 0.00 0.1049
H 3.188 -4.597 5.556 -0.03 0.10 -0.09 0.1022
H 4.557 -2.536 5.455 -0.08 0.03 -0.01 0.1022
H 3.777 -0.593 4.133 -0.03 -0.08 0.01 0.1101
H -1.016 -0.062 4.990 -0.08 -0.07 0.01 0.0912
H -1.334 -1.793 6.728 -0.02 0.00 -0.09 0.1048
H -2.254 -4.006 6.112 0.05 0.06 -0.10 0.1024
H -2.803 -4.500 3.743 0.02 0.09 0.02 0.1037
H -2.479 -2.754 2.004 -0.02 0.01 0.02 0.0808
H -0.203 2.573 2.307 0.14 0.05 -0.10 0.0769
H -0.872 4.715 3.378 -0.05 -0.10 0.00 0.1002
H -2.952 4.822 4.725 0.05 -0.12 -0.05 0.0998
H -4.345 2.786 5.002 0.12 -0.02 -0.10 0.1029
H -3.679 0.671 3.902 0.07 0.11 -0.02 0.1119
C 2.442 4.953 -0.758 -0.43 -0.13 0.10 0.0161
N 1.092 4.362 -0.666 0.41 0.02 -0.09 -0.0251
C -0.007 5.109 -0.364 0.18 0.21 -0.01 -0.0391
C -1.223 4.561 -0.238 -0.11 0.03 -0.01 0.0054
C -1.334 3.139 -0.391 -0.13 -0.18 0.05 -0.3592
N -0.249 2.394 -0.656 0.24 0.23 0.31 0.1540
C 0.953 2.995 -0.805 0.25 0.17 -0.37 -0.5043
O 1.948 2.274 -1.039 -0.28 0.17 0.28 -0.0179
N -2.495 2.534 -0.275 0.15 0.52 -0.03 0.1722
H 2.348 6.038 -0.775 -0.05 -0.09 0.01 0.0923
H 2.933 4.611 -1.659 0.01 -0.06 -0.18 0.0960
H 3.048 4.647 0.090 -0.02 -0.03 0.10 0.0898
H 0.167 6.169 -0.227 0.01 -0.05 -0.04 0.1345
H -2.085 5.163 0.014 0.05 -0.06 -0.05 0.1184
H -3.280 3.055 0.073 -0.07 0.07 0.01 0.1201
H -2.522 1.512 -0.121 -0.11 -0.26 -0.06 -0.0927
```
Forces are in eV/Å.

Its multiplicity is 1. The value obtained for the lowest unoccupied orbital energy (spin up / spin down) is 0.0 / -0.1 eV. As for the energy: -119359.301 eV. The value obtained for the HOMO energy (spin up / spin down) is -7.05 / -7.04 eV. For the molecular weight, the calculation gives 630.34 g/mol. As for the charge: 0. As for the HOMO-LUMO gap (spin up / spin down): 7.026 / 6.976 eV.


Formula: C30H27N6O4S4Ti
Source: OMol25
Level of theory: wB97M-V/def2-TZVPD

Structure (XYZ):
```
72
Properties=species:S:1:pos:R:3:forces:R:3:lowdin_charge:R:1
Ti 0.354 0.128 -0.360 0.00 -0.95 -0.16 0.8910
O 4.047 1.083 3.685 -0.05 -0.01 -0.02 0.0408
C 2.952 0.591 4.301 0.08 0.04 0.01 -0.2751
C 2.977 0.494 5.690 -0.05 -0.02 -0.06 -0.0317
C 1.879 0.001 6.372 -0.02 -0.01 0.10 -0.1054
C 0.738 -0.401 5.686 0.04 0.01 -0.02 -0.1007
C 0.713 -0.309 4.307 -0.03 -0.04 0.03 -0.0157
C 1.807 0.181 3.598 0.21 0.06 -0.09 -0.0725
C 1.740 0.258 2.130 0.00 -0.04 0.09 -0.4160
O 0.689 -0.220 1.540 -0.16 0.08 -0.01 -0.1865
N 2.699 0.810 1.433 -0.22 -0.25 0.00 0.0682
N 2.324 0.765 0.119 -0.04 0.20 0.16 -0.1436
C 3.191 1.165 -0.790 0.10 0.12 -0.18 -0.1148
C 2.778 1.067 -2.125 0.09 0.09 -0.09 -0.2818
C 3.606 1.398 -3.229 -0.01 0.01 0.06 -0.0478
C 3.148 1.215 -4.500 -0.11 -0.05 -0.05 -0.1015
C 1.854 0.685 -4.696 0.04 0.02 0.04 -0.0893
C 1.102 0.386 -3.583 -0.20 -0.07 -0.04 -0.1923
N 1.507 0.591 -2.327 -0.01 -0.14 0.30 0.0027
H 3.860 1.105 2.713 -0.03 -0.01 0.01 0.0635
H 3.870 0.810 6.209 0.05 0.02 0.04 0.1076
H 1.913 -0.070 7.452 0.01 0.01 0.02 0.0934
H -0.121 -0.784 6.219 -0.03 -0.01 0.04 0.0933
H -0.158 -0.620 3.747 -0.02 0.00 -0.05 0.1143
H 4.183 1.503 -0.509 -0.04 0.00 0.00 0.1178
H 4.602 1.776 -3.039 0.02 0.02 0.02 0.1032
H 3.776 1.461 -5.346 0.02 0.01 -0.03 0.0936
H 1.452 0.496 -5.680 0.02 0.00 -0.05 0.0858
H 0.108 -0.040 -3.677 0.10 0.05 -0.03 0.0788
C -0.411 3.976 1.066 -0.06 0.01 -0.05 0.0137
C -0.531 3.192 -0.201 -0.21 -0.34 -0.29 -0.5214
O -0.184 2.014 -0.276 0.25 0.83 0.23 -0.1016
N -0.992 3.792 -1.320 -0.06 -0.11 0.39 0.0930
C -1.117 2.988 -2.532 0.14 0.02 -0.11 -0.1015
C -2.207 1.939 -2.517 -0.02 -0.12 -0.18 -0.2890
C -3.499 2.286 -2.888 0.05 0.01 0.02 -0.0561
C -4.486 1.320 -2.883 -0.01 -0.09 0.02 -0.0719
C -4.142 0.026 -2.533 0.09 0.03 -0.01 -0.0536
C -2.819 -0.242 -2.217 -0.07 -0.07 0.00 -0.1618
N -1.864 0.682 -2.206 0.15 0.23 0.09 0.0973
H 0.096 3.365 1.808 0.00 0.00 -0.02 0.0948
H -1.416 4.197 1.428 0.00 0.02 0.01 0.0668
H 0.141 4.901 0.896 -0.02 0.00 0.01 0.0876
H -1.615 4.572 -1.184 0.08 0.08 -0.07 0.1460
H -0.160 2.493 -2.695 -0.07 0.07 0.00 0.1056
H -1.286 3.686 -3.354 -0.02 -0.06 0.01 0.1255
H -3.725 3.313 -3.146 0.00 0.02 -0.02 0.1101
H -5.507 1.571 -3.137 -0.03 0.02 0.00 0.1055
H -4.870 -0.771 -2.496 -0.05 -0.01 -0.01 0.1062
H -2.510 -1.247 -1.952 -0.06 0.02 0.00 0.0574
S -3.308 2.019 0.610 0.08 -0.40 0.09 0.5150
C -3.045 0.337 0.862 -0.15 0.92 -0.20 -1.1232
N -1.964 -0.398 0.747 0.40 0.33 -0.25 -0.0191
C -2.192 -1.693 1.197 0.24 -0.08 0.14 -0.3338
C -1.199 -2.651 1.404 -0.02 -0.18 -0.02 -0.0623
C -1.563 -3.898 1.875 -0.07 -0.02 0.00 -0.0865
C -2.896 -4.206 2.158 0.11 -0.07 0.02 -0.1152
C -3.882 -3.249 2.006 0.01 0.03 -0.02 -0.1147
C -3.516 -1.991 1.542 -0.02 -0.12 0.02 -0.4895
S -4.467 -0.554 1.369 -0.18 -0.22 0.10 0.9631
H -0.161 -2.418 1.216 -0.04 0.01 -0.02 0.0679
H -0.792 -4.641 2.029 -0.01 -0.05 0.02 0.0987
H -3.153 -5.194 2.521 -0.02 -0.01 0.00 0.0899
H -4.911 -3.466 2.259 -0.04 0.00 0.01 0.0958
C 2.581 -4.855 -2.218 -0.02 0.03 -0.07 -0.1415
O 1.447 -4.000 -2.304 0.09 0.14 -0.10 -0.2497
C 1.422 -2.893 -1.534 -0.37 -0.45 0.42 -1.2662
S 2.640 -2.506 -0.483 0.13 0.20 -0.09 0.6561
S -0.091 -2.104 -1.640 0.00 0.30 -0.13 0.6582
H 2.347 -5.697 -2.867 0.04 0.02 0.02 0.0846
H 2.740 -5.184 -1.191 0.00 -0.01 -0.03 0.0658
H 3.478 -4.339 -2.563 0.01 -0.03 0.02 0.0746
```
Forces are in eV/Å.

Its multiplicity is 3. The value obtained for the lowest unoccupied orbital energy (spin up / spin down) is 2.3 / 2.3 eV. As for the energy: -115141.601 eV. The value obtained for the HOMO energy (spin up / spin down) is -2.86 / -4.45 eV. For the molecular weight, the calculation gives 711.72 g/mol. As for the charge: -1. As for the HOMO-LUMO gap (spin up / spin down): 5.202 / 6.764 eV. The value obtained for the energy relative to the best compared isomer or geometry (same formula, charge and spin) is 0.792 eV.